62
Properties=species:S:1:pos:R:3:forces:R:3 method="wB97M-V/def2-TZVPD" e_above_lowest_kcal_mol=5.5 fmax_ev_per_a=0.52 multiplicity=2 e_homo_ev="0.11 / -1.20" charge=-2 total_energy_ha=-5590.08581
Pd -0.1253 0.5828 1.6348 0.41 -0.30 0.12
O -2.8948 1.5464 4.5756 0.01 -0.04 -0.02
C -2.7744 0.9737 3.3576 0.04 -0.05 -0.01
O -2.3326 1.5537 2.4030 -0.17 0.15 0.02
C -3.2959 -0.4626 3.3203 0.00 0.08 0.07
O -2.3303 -1.3557 2.8449 0.06 0.03 -0.04
C -1.3871 -1.7781 3.8346 -0.01 -0.04 0.00
C -0.7570 -0.6443 4.6803 -0.05 0.06 -0.02
O -0.8058 -0.7840 5.9127 0.09 -0.06 -0.01
O -0.2672 0.3192 4.0295 -0.10 0.06 -0.10
H -2.2711 2.2887 4.5768 -0.06 0.03 -0.03
H -3.6618 -0.7401 4.3155 0.02 -0.03 0.00
H -4.1200 -0.4777 2.6034 -0.01 -0.01 0.02
H -1.8688 -2.4916 4.5122 -0.01 0.01 0.00
H -0.5912 -2.2683 3.2711 0.00 -0.03 0.02
C 1.4262 2.6148 -3.6736 0.06 0.02 -0.08
Ge 1.4672 2.1026 -1.7451 -0.14 -0.10 0.05
C 1.2816 3.8403 -0.8184 -0.02 0.01 -0.01
C 3.3418 1.5800 -1.4601 0.01 0.03 0.01
Ge -0.1532 0.5349 -0.7526 -0.20 0.23 -0.11
C 0.3428 -1.2203 -1.5811 0.03 -0.06 0.02
C 1.1146 -1.3561 -2.7369 -0.04 0.02 -0.03
C 1.4538 -2.6011 -3.2541 0.00 0.00 0.00
C 1.0207 -3.7597 -2.6228 0.00 0.01 0.01
C 0.2549 -3.6530 -1.4692 0.01 -0.01 -0.01
C -0.0685 -2.4019 -0.9582 0.01 -0.01 0.07
C -1.8926 0.8857 -1.7455 0.03 -0.06 0.00
C -2.9407 -0.0245 -1.5563 0.00 -0.04 -0.02
C -4.2069 0.1810 -2.0845 0.00 0.02 -0.01
C -4.4815 1.3319 -2.8172 0.01 -0.02 0.01
C -3.4674 2.2590 -3.0086 0.01 0.00 -0.01
C -2.1986 2.0306 -2.4832 0.03 0.05 -0.01
H 2.1361 3.4361 -3.8188 -0.01 -0.01 -0.05
H 0.4440 2.9443 -4.0149 -0.03 0.00 0.03
H 1.7375 1.7808 -4.3075 0.00 0.00 0.01
H 2.1207 4.4982 -1.0633 -0.02 0.03 0.01
H 1.2557 3.6668 0.2581 0.02 0.01 0.00
H 0.3488 4.3322 -1.1052 0.01 0.02 0.01
H 3.9949 2.4228 -1.7103 0.04 -0.03 0.02
H 3.6187 0.7213 -2.0756 -0.02 -0.01 0.01
H 3.4517 1.3011 -0.4117 0.01 -0.04 0.02
H 1.4650 -0.4671 -3.2519 0.00 0.01 0.01
H 2.0629 -2.6649 -4.1503 0.00 -0.01 0.00
H 1.2877 -4.7337 -3.0187 0.00 0.00 0.00
H -0.0773 -4.5475 -0.9525 0.00 0.00 -0.01
H -0.6332 -2.3378 -0.0321 0.00 0.03 -0.01
H -2.7634 -0.9173 -0.9623 0.03 0.01 0.00
H -4.9874 -0.5539 -1.9138 -0.01 0.01 0.00
H -5.4720 1.5048 -3.2240 0.00 0.00 0.00
H -3.6607 3.1674 -3.5712 -0.01 0.00 0.00
H -1.4304 2.7781 -2.6537 0.03 0.00 0.02
C 3.5356 -1.7415 0.8380 0.02 -0.01 -0.04
C 2.3669 -1.2021 1.6736 -0.07 0.04 -0.06
C 2.7667 -1.1386 3.1529 0.05 0.00 0.02
O 1.9665 0.0217 1.1910 0.01 0.02 0.11
H 3.8743 -2.7265 1.1834 -0.01 0.00 0.02
H 4.3754 -1.0404 0.8996 -0.01 0.00 0.00
H 3.2340 -1.8215 -0.2089 -0.02 0.01 -0.01
H 1.5546 -1.9608 1.5917 -0.01 -0.01 0.02
H 3.6480 -0.4949 3.2584 -0.02 0.00 0.00
H 3.0093 -2.1311 3.5551 0.00 0.00 0.00
H 1.9582 -0.7022 3.7401 -0.01 0.00 -0.02

72
Properties=species:S:1:pos:R:3:forces:R:3 method="wB97M-V/def2-TZVPD" smiles=CCO.CCO.CCO.CCO.CCO.CCO.CCO.CCO e_above_lowest_kcal_mol=58.1 fmax_ev_per_a=1.92 multiplicity=1 e_homo_ev=-9.33 total_energy_ha=-1240.21552
C -1.2537 3.8836 -0.6442 0.32 0.95 0.09
C -1.7627 5.3063 -0.3101 -0.86 -1.15 0.30
O -3.0108 5.5489 -0.9602 0.04 0.33 -0.57
H -0.3858 3.6493 -0.0277 0.16 -0.02 -0.07
H -0.9476 3.9054 -1.6901 0.02 -0.28 -0.02
H -1.9859 3.0914 -0.4879 -0.22 0.23 0.04
H -1.0428 6.0629 -0.6224 -0.12 -0.04 -0.05
H -1.9888 5.4260 0.7495 0.64 -0.04 0.29
H -3.7149 5.2326 -0.3894 0.05 -0.02 -0.02
C -1.2148 2.6676 2.8634 -0.45 -0.34 0.37
C -1.1395 2.1034 4.2804 -0.40 -0.27 -0.71
O -2.4702 1.7874 4.7629 0.81 0.55 -0.31
H -1.5358 1.8486 2.2198 -0.09 0.23 -0.26
H -0.2530 3.0398 2.5107 0.07 -0.09 0.15
H -1.9354 3.4840 2.8141 -0.05 -0.02 -0.05
H -0.5995 2.8091 4.9117 -0.15 -0.11 0.39
H -0.6100 1.1544 4.1960 0.45 0.05 0.30
H -2.3426 1.2322 5.5357 -0.16 -0.01 0.10
C 1.3290 -1.2674 3.1435 -1.22 1.28 0.00
C 1.9018 -2.5717 2.7182 1.12 0.33 0.69
O 3.1811 -2.3109 2.0859 -0.47 -0.66 -0.17
H 0.9805 -0.6784 2.2951 0.02 -0.10 -0.27
H 2.0093 -0.5900 3.6596 0.36 -0.38 0.18
H 0.4561 -1.3734 3.7877 -0.05 -0.24 0.10
H 1.2299 -3.1070 2.0472 0.39 0.00 -0.20
H 2.1070 -3.1755 3.6021 -0.20 -0.35 -0.06
H 3.7771 -1.9821 2.7629 0.04 0.08 0.00
C -4.3788 1.5646 0.3712 0.38 -0.51 0.16
C -4.3389 0.6488 -0.8125 -0.52 -0.20 0.29
O -4.1721 -0.6850 -0.2985 0.24 0.53 -0.28
H -3.4447 1.4482 0.9207 -0.01 0.28 0.15
H -5.1908 1.2028 1.0019 -0.06 0.55 0.17
H -4.4919 2.5829 -0.0007 -0.19 0.08 0.39
H -3.5602 0.9951 -1.4920 0.22 -0.48 -0.24
H -5.3131 0.7639 -1.2876 0.00 -0.31 -0.49
H -4.1793 -1.3274 -1.0118 -0.04 0.06 -0.16
C 3.1047 -4.2459 -0.9918 -0.13 -1.43 -0.82
C 3.6185 -2.8624 -1.1881 -0.13 -0.81 0.34
O 2.7720 -1.9865 -0.5136 -0.66 1.65 -0.73
H 2.1147 -4.4146 -1.4155 -0.21 0.36 0.06
H 3.0815 -4.5770 0.0464 0.21 0.12 0.04
H 3.7415 -4.9006 -1.5867 0.21 -0.43 0.26
H 3.6250 -2.6434 -2.2558 0.09 0.35 0.07
H 4.6327 -2.8626 -0.7887 0.26 0.50 -0.13
H 2.9762 -1.9857 0.4244 0.25 -0.06 0.50
C -0.2886 -0.2926 -0.7131 -1.05 0.10 0.64
C 0.3831 0.4233 -1.8391 0.90 -0.77 0.40
O 1.7114 0.7459 -1.4387 -0.06 0.93 -0.13
H 0.0783 -1.2830 -0.4440 0.00 -0.15 -0.58
H -1.3542 -0.2738 -0.9419 -0.23 -0.63 0.20
H -0.1945 0.2757 0.2123 0.09 0.38 -0.03
H -0.2065 1.3143 -2.0550 0.53 0.24 -0.16
H 0.4850 -0.2022 -2.7259 -0.51 0.00 -0.25
H 2.1717 -0.0708 -1.2322 0.18 -0.53 0.21
C 4.1967 1.3450 -3.7199 0.72 -0.23 -0.06
C 3.1524 2.4346 -3.8031 -0.28 -0.52 0.60
O 2.8988 2.9164 -2.4925 0.53 1.36 -0.50
H 3.8377 0.5750 -3.0370 0.01 -0.21 -0.21
H 5.1411 1.6970 -3.3047 -0.12 0.40 0.27
H 4.5159 0.9130 -4.6683 -0.50 -0.17 -0.23
H 2.2080 2.0287 -4.1657 -0.06 -0.19 -0.47
H 3.4423 3.2379 -4.4803 0.05 0.22 0.32
H 2.5025 2.1999 -1.9914 -0.20 -0.46 0.15
C -2.1496 -4.0640 0.3971 0.05 -0.54 -0.80
C -1.1117 -4.2483 -0.7182 -0.30 -0.35 0.58
O -1.1369 -5.5861 -1.2281 -0.13 0.41 -0.33
H -2.0997 -3.0770 0.8570 -0.05 -0.10 0.08
H -2.0753 -4.8790 1.1171 0.28 0.22 0.36
H -3.1196 -4.2280 -0.0722 -0.20 0.32 0.11
H -0.1021 -4.0168 -0.3787 0.12 0.21 0.03
H -1.3765 -3.5782 -1.5361 0.23 -0.16 -0.15
H -0.8848 -6.1983 -0.5329 0.03 0.06 0.14

17
Properties=species:S:1:pos:R:3:forces:R:3 method="wB97M-V/def2-TZVPD" smiles="C1=COC[C@H]2N[C@H]2C1" e_above_lowest_kcal_mol=64.8 fmax_ev_per_a=3.82 multiplicity=1 e_homo_ev=-8.99 total_energy_ha=-363.92099
C 0.1282 -1.6150 -0.5177 0.07 3.82 -0.10
C 1.7670 -0.1063 0.4162 -0.81 1.08 -0.90
C 1.2109 1.0820 0.1100 0.01 -0.10 0.41
C -0.2092 1.5083 -0.1688 -1.03 1.46 -0.42
C -1.3841 0.5227 0.0699 1.50 0.81 1.18
C -1.2560 -0.9064 -0.1816 2.17 -1.17 0.74
H 0.5451 -1.1854 -1.4392 -0.34 -0.24 -0.15
H -0.0210 -2.6475 -0.6613 0.09 -1.28 0.43
H 2.8299 -0.1301 0.5844 0.19 -0.34 0.17
H 1.8741 1.9536 0.0223 0.08 -0.65 0.27
H -0.2015 1.8234 -1.2418 -0.26 -0.39 0.44
H -0.4377 2.5672 0.3209 0.50 -2.35 -0.44
H -2.3538 1.0127 0.0626 0.05 -0.24 -0.41
H -0.3414 -0.5612 1.5010 -0.15 0.40 0.49
H -1.9929 -1.5519 -0.5887 -1.27 -0.03 -0.01
N -1.3186 -0.4302 1.2434 -0.42 -0.16 -1.66
O 1.1613 -1.3358 0.4682 -0.39 -0.61 -0.04